Record 1
{
  "formula": "C5H25NO7",
  "method": "wB97M-V/def2-TZVPD",
  "gap_ev": 9.17,
  "max_force_ev_per_a": 6.34,
  "energy_ha": -786.8441,
  "e_above_lowest_ev": 2.425,
  "charge": 0,
  "species": ["H", "H", "H", "H", "H", "H", "N", "H", "C", "H", "O", "H", "H", "H", "H", "H", "C", "O", "H", "H", "C", "H", "C", "H", "O", "H", "O", "O", "H", "H", "H", "H", "C", "O", "H", "O", "H", "H"],
  "xyz": [[-2.024, 1.723, 1.370], [2.967, 2.925, -0.566], [0.263, -1.646, -0.792], [-0.532, 1.346, -2.820], [2.957, 1.412, 0.974], [2.988, -2.658, 2.062], [-0.782, 0.263, -0.392], [-0.241, 0.393, -4.359], [0.112, -0.592, -1.207], [0.169, -1.556, -3.064], [0.021, -2.586, 1.509], [0.020, -2.657, 2.466], [1.148, -0.116, -1.351], [-2.296, -2.637, 1.425], [-0.681, -2.004, 1.160], [-2.446, -0.544, 1.689], [-0.565, -0.813, -2.592], [-0.177, 3.018, -0.894], [2.939, 0.000, 1.643], [1.798, -2.174, 1.398], [-1.281, 1.077, 1.930], [-1.551, -1.346, -2.518], [-0.714, 0.435, -3.421], [-0.556, 3.250, -0.065], [-2.655, -2.037, 0.754], [-2.652, -2.559, -0.164], [-1.942, -0.032, 2.428], [3.064, 0.993, 1.858], [-0.702, 1.714, 2.775], [-0.377, 2.117, -1.030], [0.683, 1.365, 0.761], [1.487, 2.820, -0.679], [-0.242, 0.608, 0.942], [2.669, -2.089, 1.431], [-1.701, -0.252, -0.325], [2.279, 2.430, -0.279], [0.399, -0.235, 1.374], [-1.844, 0.644, -3.434]]
}

Record 2
{
  "formula": "C11H13Cl2P",
  "method": "wB97M-V/def2-TZVPD",
  "gap_ev": 8.85,
  "max_force_ev_per_a": 4.04,
  "energy_ha": -1688.5958,
  "e_above_lowest_ev": 1.097,
  "charge": 0,
  "species": ["H", "Cl", "H", "C", "H", "H", "C", "P", "H", "H", "Cl", "C", "H", "H", "H", "H", "H", "C", "H", "C", "H", "C", "C", "C", "C", "C", "C"],
  "xyz": [[0.026, 1.725, -0.164], [3.585, 1.391, 2.022], [4.081, 2.425, -2.164], [-1.434, -0.472, 1.196], [4.650, 1.064, -1.223], [1.915, 1.106, -2.433], [-3.621, -1.129, 1.761], [-0.287, -0.410, -1.403], [4.669, 2.522, -0.465], [1.356, 2.672, -2.059], [-1.006, -4.764, 0.094], [2.657, 1.715, -0.657], [-0.370, -0.077, 1.351], [-4.440, -1.308, 2.442], [-1.063, -6.044, 0.019], [-4.689, -2.027, 0.214], [-2.106, -0.443, 3.266], [-1.674, -0.578, -0.163], [-3.095, -1.505, -1.533], [-2.377, -0.597, 2.193], [1.512, 1.114, 0.945], [0.334, 1.168, -1.016], [2.401, 1.444, 0.580], [4.029, 2.009, -1.147], [-3.794, -1.458, 0.469], [1.559, 1.694, -1.590], [-2.821, -1.237, -0.535]]
}

Record 3
{
  "formula": "C2H26NO11",
  "method": "wB97M-V/def2-TZVPD",
  "gap_ev": 10.11,
  "max_force_ev_per_a": 4.76,
  "energy_ha": -973.9491,
  "e_above_lowest_ev": 2.646,
  "charge": 1,
  "species": ["O", "H", "H", "H", "H", "H", "C", "H", "C", "H", "O", "H", "H", "O", "H", "H", "O", "H", "O", "H", "H", "H", "H", "O", "O", "N", "H", "O", "H", "H", "H", "H", "H", "O", "H", "O", "H", "O", "H", "H"],
  "xyz": [[-3.298, 1.207, -0.482], [0.047, 3.556, -2.490], [-3.291, -0.545, -0.513], [3.457, 1.971, 2.787], [0.736, -0.634, 3.919], [-0.519, -2.785, 3.580], [-0.021, 2.481, -2.693], [2.647, 0.553, 2.750], [0.148, 1.529, -1.558], [-0.629, -1.798, 2.319], [-2.372, 0.797, 2.300], [-1.878, 0.097, 2.762], [1.423, 0.342, -2.542], [-2.946, -1.391, -0.747], [-1.297, -1.295, 0.232], [3.027, 2.241, -1.149], [-0.206, 2.031, -3.770], [-1.712, -1.704, -1.932], [3.383, 1.089, 2.343], [3.861, 1.786, -2.406], [2.947, -1.114, -0.689], [-0.086, -0.411, -2.384], [-1.224, -2.159, -3.347], [1.601, -0.114, 3.942], [2.519, -1.933, -0.595], [0.657, 0.252, -1.997], [0.767, 1.921, -0.777], [3.138, 1.536, -1.866], [0.970, -0.146, -1.192], [-2.777, 1.358, 0.384], [3.160, -2.513, -1.016], [-3.708, -1.814, -1.168], [-3.180, 0.872, 2.704], [-0.433, -1.817, 3.292], [-3.930, 1.974, -0.504], [-0.551, -1.815, 0.616], [-0.688, -2.750, 0.459], [-0.977, -1.986, -2.444], [-0.727, 1.420, -0.944], [1.957, -0.289, 4.814]]
}

Record 4
{
  "formula": "C16H32O",
  "method": "wB97M-V/def2-TZVPD",
  "gap_ev": 10.71,
  "max_force_ev_per_a": 0.39,
  "energy_ha": -704.0795,
  "e_above_lowest_ev": 0.176,
  "charge": 0,
  "species": ["H", "C", "C", "H", "H", "H", "C", "O", "H", "C", "C", "H", "H", "H", "C", "H", "H", "H", "H", "H", "C", "H", "H", "C", "C", "C", "C", "H", "C", "C", "H", "H", "H", "H", "C", "H", "H", "H", "H", "H", "H", "H", "H", "H", "C", "H", "C", "H", "H"],
  "xyz": [[6.026, 0.268, 1.332], [-6.004, -0.834, -0.580], [-2.209, 2.140, 0.355], [-5.734, -1.636, -1.275], [-3.501, -1.619, 1.699], [8.132, -1.113, -1.394], [7.617, -1.011, -0.442], [-8.214, 0.031, -0.955], [-5.655, 0.114, -0.991], [-3.026, -0.267, 0.101], [-0.706, 1.829, 0.419], [3.373, -0.767, -1.284], [0.992, -1.025, -0.598], [-3.713, -2.298, 0.087], [1.366, 1.070, -0.859], [3.633, 0.394, 1.519], [1.344, -0.173, 0.906], [-0.671, 0.584, -1.347], [-2.414, 3.044, 0.933], [-7.922, -1.681, 0.054], [4.040, 0.208, 0.522], [-5.549, -0.278, 1.449], [-4.128, 1.390, 0.919], [1.624, -0.256, -0.145], [-7.499, -0.813, -0.494], [5.443, -0.382, 0.674], [6.188, -0.526, -0.652], [7.621, -1.979, 0.056], [-3.099, 1.025, 0.909], [-3.866, -1.401, 0.693], [-0.537, 1.033, 1.146], [-1.990, -0.610, 0.072], [-0.166, 2.710, 0.775], [5.662, -1.234, -1.295], [-0.118, 1.430, -0.934], [8.173, -0.308, 0.175], [-2.494, 2.346, -0.678], [-2.812, 0.819, 1.944], [1.901, 1.874, -0.349], [6.204, 0.440, -1.162], [3.157, -1.717, 0.187], [-3.336, -0.071, -0.926], [-5.853, -1.997, 1.221], [-0.241, 2.269, -1.624], [-5.367, -1.121, 0.782], [4.113, 1.168, 0.008], [3.081, -0.711, -0.233], [1.762, 1.000, -1.875], [5.374, -1.360, 1.156]]
}

Record 5
{
  "formula": "C7H23N7NaO12S2",
  "method": "wB97M-V/def2-TZVPD",
  "gap_ev": 2.77,
  "max_force_ev_per_a": 6.13,
  "energy_ha": -2525.4099,
  "charge": -3,
  "species": ["H", "C", "N", "H", "N", "O", "H", "O", "H", "H", "N", "S", "H", "C", "H", "H", "O", "H", "H", "H", "C", "N", "C", "O", "H", "N", "H", "O", "Na", "O", "S", "H", "O", "N", "O", "H", "O", "H", "O", "H", "O", "H", "H", "O", "H", "C", "C", "H", "N", "H", "C", "H"],
  "xyz": [[-4.093, 1.226, -0.003], [-3.049, 0.590, -1.599], [-3.163, 1.169, -0.384], [4.948, 0.329, 0.035], [0.544, -0.058, 1.385], [1.133, 0.858, -3.356], [0.075, -0.651, 4.004], [-1.949, -0.282, 4.128], [4.075, -0.464, -1.692], [-4.973, 0.045, -1.345], [0.533, -4.077, -1.186], [-0.292, 3.302, 0.799], [-0.945, -1.794, 0.602], [-1.850, -0.131, 5.503], [0.974, 0.824, 1.688], [0.780, -4.300, -0.239], [0.275, 4.677, 0.772], [-2.501, 1.879, -0.068], [-2.212, -1.704, 1.867], [-4.265, -0.587, -2.817], [-0.677, 0.010, 3.543], [3.363, 0.225, -1.816], [-1.139, -1.654, 1.664], [2.458, 2.130, -0.947], [0.999, -1.798, -3.353], [-4.201, -0.037, -1.980], [-2.783, -0.116, 6.071], [-1.952, 0.509, -2.106], [0.282, 0.301, -1.203], [1.254, -1.948, -0.916], [1.675, 1.093, -4.739], [-0.608, -2.462, 2.174], [-1.588, 3.193, 1.472], [4.215, 1.009, 0.057], [0.862, 2.715, 1.572], [1.249, -0.726, 1.684], [0.710, 0.645, -5.746], [0.500, -3.560, -3.441], [-0.325, 2.689, -0.513], [-0.179, 0.941, 3.831], [1.982, 2.526, -4.827], [4.101, 1.615, 0.857], [-1.436, 0.839, 5.798], [2.942, 0.394, -4.946], [2.663, 0.415, -2.543], [0.865, -2.838, -1.663], [3.286, 1.247, -0.911], [0.092, -4.757, -1.779], [0.779, -2.717, -2.974], [-1.516, 0.423, 1.671], [-0.718, -0.216, 2.054], [-1.200, -0.941, 5.857]]
}

Record 6
{
  "formula": "C31H33Cl2GaNO2STe",
  "method": "wB97M-V/def2-TZVPD",
  "gap_ev": [8.34, 6.30],
  "max_force_ev_per_a": 0.48,
  "energy_ha": -4917.1286,
  "spin_multiplicity": 2,
  "e_above_lowest_ev": 0.000,
  "charge": 2,
  "species": ["H", "C", "C", "C", "C", "H", "C", "H", "H", "H", "C", "H", "Cl", "H", "H", "H", "C", "Cl", "O", "H", "C", "C", "C", "C", "C", "H", "H", "C", "Ga", "H", "H", "C", "H", "C", "H", "H", "C", "N", "H", "C", "C", "H", "S", "C", "C", "C", "C", "Te", "O", "H", "C", "H", "C", "C", "H", "H", "H", "C", "C", "C", "H", "C", "H", "H", "H", "H", "H", "H", "C", "C", "H", "H"],
  "xyz": [[-2.013, -1.580, 5.200], [0.435, -0.644, -3.893], [-2.924, 0.360, 5.084], [3.758, -1.949, -2.456], [-0.946, -0.271, 3.881], [1.571, 2.520, 3.842], [-2.877, 1.637, 4.526], [2.246, -2.520, 1.493], [0.155, 0.099, -5.867], [4.135, -1.094, -4.924], [2.212, -0.386, -5.537], [-5.106, 2.204, -0.629], [-2.886, 2.930, -0.329], [4.835, 0.650, 2.712], [-1.383, -1.262, -2.871], [3.811, -1.570, 3.140], [1.135, 2.794, 2.882], [-3.876, 0.750, -2.005], [-0.321, -2.577, 1.093], [-1.829, 2.958, 3.203], [-4.203, -0.072, 2.116], [2.375, -0.831, 0.159], [-2.933, -2.545, 2.052], [-3.009, -0.222, 1.434], [-1.066, -1.676, 0.716], [2.046, -0.450, -7.673], [1.649, 1.160, -1.714], [2.689, -1.547, 1.314], [-0.834, 1.012, -0.675], [-3.718, 0.109, 5.774], [4.630, -2.225, -3.045], [4.130, 0.229, 2.007], [-4.591, -3.257, 3.200], [-1.966, -0.590, 4.767], [1.912, 3.110, 2.190], [-1.323, 0.461, -3.303], [2.653, 0.034, -6.908], [-0.663, -0.888, -0.356], [-0.198, -1.007, 3.609], [3.563, -1.013, 2.247], [2.715, -1.324, -3.352], [0.379, 3.567, 3.002], [0.393, 1.327, 2.203], [-0.906, 1.008, 3.342], [-1.865, 1.971, 3.648], [3.104, -0.939, -4.627], [-2.367, -1.454, 1.395], [1.017, -1.895, -1.039], [-0.315, 1.935, 0.934], [2.861, 2.304, -1.134], [1.373, -1.124, -2.971], [-3.629, 2.369, 4.785], [-4.778, -1.169, 2.745], [-1.041, -0.550, -3.620], [2.534, 1.112, -7.033], [4.278, 1.893, 0.669], [-5.719, -1.060, 3.267], [-4.262, 2.316, -1.300], [0.882, -0.269, -5.151], [2.928, 0.429, -0.102], [4.099, -1.272, -1.671], [-4.143, -2.403, 2.710], [3.696, -0.217, -7.086], [-4.681, 0.898, 2.167], [-4.454, 3.036, -2.085], [3.416, -2.876, -1.981], [3.318, 0.946, -2.162], [-2.565, 0.653, 0.980], [2.672, 1.250, -1.337], [3.812, 0.932, 0.853], [-2.422, -3.498, 2.030], [-1.605, -0.738, -4.534]]
}